The following is a DFT calculation (the ωB97M-V functional and the def2-TZVPD basis) of 9 unconnected molecules or ions with the total composition C65H71Cl2F11N5O6P2 in a non-equilibrium geometry.

Values from the calculation:
- ΔE to the lowest compared entry with this formula, charge and spin: 0.000 eV
- HOMO: -9.5 eV
- Kohn-Sham gap: 5.69 eV
- Calculated total energy: -5946.07542 Ha

The geometry in ORCA input format:
```
! RIJCOSX wB97M-V def2-TZVPD def2/J DEFGRID3
* xyz 1 1
N 1.39472 0.60131 1.26852
C 1.44900 -0.44906 0.21643
C -0.01881 -0.85304 -0.22453
C -0.12802 -1.00365 -1.78945
C -1.27870 -0.18730 -2.47220
C -2.58137 -1.01238 -2.80949
C -2.56211 -1.09396 -4.37616
C -2.88295 0.19360 -5.15951
O -3.48769 0.09439 -6.15147
O -2.49601 1.46411 -4.76368
C -2.61443 -2.51923 -2.34066
C -1.83508 -3.55255 -3.25177
P -1.36906 -5.09829 -2.39423
O -2.14256 -6.27266 -2.78788
O -1.32368 -4.96204 -0.78223
O 0.17128 -5.35684 -2.86566
C -4.14132 -2.73355 -2.49202
Cl -4.69679 -4.31848 -2.82150
N -4.78908 -1.63833 -2.39344
C -6.26133 -1.68572 -2.61515
C -7.07759 -2.52881 -1.58902
C -8.03658 -1.74762 -0.72459
F -8.02270 -2.04221 0.58674
C -8.87207 -0.82585 -1.11607
F -9.32029 0.03312 -0.22619
F -9.33937 -0.68932 -2.32301
C -3.89191 -0.45778 -2.11969
C -4.39125 0.94913 -2.53923
C -5.49728 1.68424 -1.69642
N -6.22624 0.88607 -0.73450
N -6.52404 2.19747 -2.64314
N -4.89844 2.91889 -1.12424
P -3.37883 -0.60009 -0.24872
O -3.38367 0.89879 0.41885
Cl -4.86737 -1.62066 0.80501
H 0.89569 1.39482 0.86603
H 0.81359 0.30157 2.05017
H 1.98357 -1.29104 0.67629
H 2.01237 0.01260 -0.60727
H -0.23973 -1.81430 0.26383
H -0.66780 -0.04634 0.13982
H 0.81387 -0.55624 -2.15311
H -0.07775 -2.05860 -2.08629
H -0.84055 0.25986 -3.37369
H -1.48899 0.68143 -1.81695
H -1.52638 -1.35744 -4.66210
H -3.20619 -1.87323 -4.81130
H -1.57408 1.59605 -5.04217
H -2.14212 -2.73720 -1.37026
H -0.89107 -3.08344 -3.58469
H -2.36875 -3.78387 -4.18556
H -1.72424 -5.77032 -0.41578
H 0.71581 -5.42621 -2.06228
H -6.70064 -0.69198 -2.74533
H -6.38700 -2.17863 -3.59615
H -7.69043 -3.24418 -2.16991
H -6.43047 -3.15031 -0.95848
H -3.50701 1.60109 -2.55213
H -4.77512 0.84552 -3.57127
H -5.82631 0.95514 0.20067
H -7.14390 1.32335 -0.63215
H -6.06300 2.65014 -3.42635
H -7.14983 1.45601 -2.94281
H -4.97680 2.90172 -0.11505
H -5.36872 3.72171 -1.52577
H -2.49865 1.29506 0.43864
F 0.91907 -1.74256 -4.30947
C 2.19570 -2.16618 -4.52670
C 2.44519 -3.51875 -4.60726
C 3.74237 -3.95791 -4.83559
C 4.77194 -3.02927 -4.96307
C 4.49779 -1.66836 -4.87246
C 3.19840 -1.23423 -4.66086
H 1.62433 -4.21530 -4.49297
H 3.95104 -5.01740 -4.90833
H 5.78664 -3.36643 -5.13275
H 5.29311 -0.94580 -4.96710
H 2.96518 -0.17845 -4.59653
F 2.02412 3.54877 2.66072
C 2.86250 3.13404 3.63450
C 3.69729 2.06043 3.39597
C 4.56272 1.64000 4.39627
C 4.57512 2.29000 5.62410
C 3.72664 3.36502 5.85006
C 2.86797 3.79496 4.84778
H 3.66751 1.56142 2.43633
H 5.22771 0.80395 4.21784
H 5.24802 1.95765 6.40482
H 3.73319 3.87006 6.80738
H 2.20574 4.63768 5.00301
F 7.36611 -0.48490 -4.80492
C 7.40975 0.20336 -3.64188
C 7.06773 1.54089 -3.64853
C 7.09267 2.25204 -2.45766
C 7.46772 1.62174 -1.27974
C 7.81565 0.27622 -1.28998
C 7.78228 -0.44223 -2.47918
H 6.78260 2.01686 -4.57857
H 6.81794 3.29918 -2.44832
H 7.48786 2.17803 -0.35662
H 8.11148 -0.21412 -0.37130
H 8.03889 -1.49383 -2.50637
F 4.76544 5.59462 0.12832
C 4.47924 6.58671 0.99236
C 3.64807 6.32839 2.06467
C 3.35667 7.34962 2.95769
C 3.89103 8.61690 2.76218
C 4.72165 8.86183 1.67630
C 5.02345 7.83965 0.78681
H 3.23583 5.33910 2.19489
H 2.71219 7.15740 3.80626
H 3.65952 9.41403 3.45757
H 5.13503 9.85017 1.52152
H 5.67558 8.00942 -0.06040
F 6.32295 0.56534 1.84035
C 6.13233 -0.62098 2.44724
C 4.99133 -1.34614 2.16395
C 4.79736 -2.57148 2.78627
C 5.73888 -3.04955 3.68866
C 6.87820 -2.30553 3.96563
C 7.08092 -1.08471 3.33752
H 4.26581 -0.95192 1.46327
H 3.91106 -3.15374 2.56770
H 5.58376 -4.00377 4.17624
H 7.60996 -2.67610 4.67168
H 7.96688 -0.49438 3.53408
F 8.50306 3.74965 0.64615
C 7.79186 4.62824 1.38356
C 6.89934 4.14979 2.32347
C 6.16905 5.05297 3.08357
C 6.33317 6.41820 2.88748
C 7.23147 6.88193 1.93514
C 7.97093 5.98212 1.18014
H 6.77968 3.08131 2.45512
H 5.47093 4.69173 3.82845
H 5.75939 7.12118 3.47838
H 7.35627 7.94581 1.77957
H 8.68162 6.32451 0.43881
F -1.02284 -1.57563 2.53668
C -1.38375 -2.70614 3.18700
C -2.64309 -3.23158 2.97400
C -3.01155 -4.39412 3.63768
C -2.12186 -5.00744 4.51030
C -0.86096 -4.46239 4.71615
C -0.48526 -3.30604 4.04642
H -3.32398 -2.73258 2.29520
H -3.99324 -4.82108 3.47489
H -2.41236 -5.91134 5.03053
H -0.16934 -4.93786 5.39935
H 0.49615 -2.87101 4.18792
F -13.19152 -5.75783 2.46091
C -12.49079 -4.64363 2.19365
C -13.16658 -3.47332 1.90640
C -12.44080 -2.32223 1.63544
C -11.05183 -2.35744 1.64458
C -10.38712 -3.54303 1.93053
C -11.11014 -4.69381 2.21265
H -14.24886 -3.46789 1.89638
H -12.95856 -1.39713 1.41656
H -10.48801 -1.45912 1.42916
H -9.30610 -3.57172 1.93425
H -10.61084 -5.62535 2.44652
*
```

The following is a DFT calculation (the ωB97M-V functional and the def2-TZVPD basis) of a molecular structure, C65H80N8O4SSbSeTi in a non-equilibrium geometry.

Values from the calculation:
- ΔE to the lowest compared entry with this formula, charge and spin: 1.806 eV
- HOMO: -2.4 eV
- Kohn-Sham gap: 3.95 eV
- Calculated total energy: -7153.36476 Ha

The geometry in ORCA input format:
```
! RIJCOSX wB97M-V def2-TZVPD def2/J DEFGRID3
* xyz -1 1
Ti 0.41552 0.10210 0.72339
C -3.55455 5.70199 -2.26791
C -4.02524 5.25388 -0.88026
C -3.74271 6.40289 0.09707
C -5.53449 4.98478 -0.97278
C -3.31359 4.00003 -0.39979
C -2.42711 3.29610 -1.19101
C -1.79984 2.17597 -0.68177
Se -0.59307 1.15557 -1.80724
C 0.93766 2.30170 -1.61092
C 0.96855 3.53780 -2.22258
C 2.08739 4.33516 -2.08050
C 3.16755 3.81372 -1.36877
C 3.17738 2.57166 -0.75849
C 1.99365 1.79075 -0.83825
O 1.82166 0.62914 -0.25516
C 4.42189 2.04010 -0.04982
C 4.11679 1.76427 1.42503
C 4.83300 0.73316 -0.73512
C 5.61323 3.00299 -0.11880
C 2.17866 5.73469 -2.66492
C 3.38552 5.81409 -3.60675
C 2.34134 6.72757 -1.50618
C 0.93004 6.10772 -3.46532
C -2.00850 1.67585 0.62066
O -1.35385 0.60160 0.97794
C -2.98644 2.35277 1.40402
C -3.56931 3.49113 0.87223
C -3.46174 1.81145 2.75232
C -4.35438 0.58591 2.48343
C -4.29372 2.83297 3.53693
C -2.29208 1.39488 3.64372
H -4.05648 6.63297 -2.53076
H -3.79904 4.96089 -3.02586
H -2.48226 5.88115 -2.27786
H -4.19424 7.32654 -0.26483
H -2.66776 6.54890 0.18337
H -4.13639 6.19303 1.08801
H -6.05095 5.86798 -1.34787
H -5.95479 4.72448 -0.00482
H -5.71669 4.15967 -1.65930
H -2.20119 3.58852 -2.20477
H 0.10274 3.85028 -2.78381
H 4.04615 4.43238 -1.28774
H 3.38192 0.96581 1.51677
H 3.71129 2.65450 1.90251
H 5.02711 1.46244 1.94383
H 3.97641 0.07088 -0.77834
H 5.62561 0.23582 -0.17732
H 5.17582 0.93353 -1.74983
H 5.41580 3.91914 0.43116
H 5.86391 3.24981 -1.14822
H 6.48099 2.52549 0.33217
H 4.31095 5.62399 -3.07285
H 3.44888 6.79748 -4.06853
H 3.29250 5.06822 -4.39248
H 3.27149 6.55011 -0.97347
H 1.52805 6.60058 -0.79547
H 2.33786 7.75471 -1.86872
H 0.78274 5.41818 -4.29266
H 1.03822 7.11047 -3.87425
H 0.04805 6.09099 -2.83219
H -4.28282 4.02685 1.47349
H -5.15203 0.83245 1.78093
H -4.80013 0.22312 3.41094
H -3.75600 -0.21826 2.06440
H -5.24535 3.03305 3.04730
H -3.74245 3.76196 3.65644
H -4.50638 2.43824 4.52943
H -1.71167 0.60713 3.16765
H -2.65907 1.03290 4.60479
H -1.62246 2.23290 3.82205
S 0.75152 2.08037 2.24035
C 0.87235 0.91170 3.54856
N 0.61052 1.35152 4.75534
N 0.70159 0.52680 5.84958
C 0.83516 -0.84672 5.85517
C -0.01031 -1.64218 5.07050
C 0.16798 -3.00520 5.01458
C 1.16387 -3.62107 5.76289
C 1.93785 -2.85572 6.61799
C 1.76870 -1.48331 6.67584
N 1.37111 -0.30419 3.33490
N 1.58818 -0.71025 2.08740
C 2.60055 -1.61848 1.95485
C 3.31301 -2.11515 3.06637
C 4.41859 -2.91529 2.89064
C 4.87069 -3.23362 1.61662
C 4.16815 -2.76171 0.51446
C 3.04083 -1.98410 0.67046
H 1.18138 1.01084 6.60145
H -0.78067 -1.15237 4.49677
H -0.46215 -3.60495 4.37092
H 1.33585 -4.68456 5.67279
H 2.71117 -3.32212 7.21604
H 2.40125 -0.89067 7.32406
H 2.98683 -1.82684 4.05304
H 4.95897 -3.27829 3.75532
H 5.76881 -3.82293 1.48509
H 4.52913 -2.98758 -0.48102
H 2.50501 -1.58586 -0.18302
N -1.05005 -2.04412 1.88949
C -2.03373 -2.09179 0.81984
C -2.93486 -3.33992 0.86258
C -3.94851 -3.46408 -0.27575
C -4.97855 -2.32282 -0.37322
N -4.52921 -1.05582 -0.90368
C -4.07729 -0.89905 -2.18753
N -4.33745 -1.84897 -3.15520
N -3.71063 0.36008 -2.61052
C -1.27660 -1.86114 -0.50480
O -1.87143 -2.04765 -1.58668
O -0.08958 -1.44298 -0.41730
H -0.38981 -2.81505 1.80374
H -1.50143 -2.11738 2.79647
H -2.67070 -1.21172 0.95949
H -3.46363 -3.34703 1.82563
H -2.30499 -4.23175 0.83722
H -4.50420 -4.39665 -0.13524
H -3.39203 -3.53427 -1.20901
H -5.38063 -2.11376 0.62274
H -5.79945 -2.65852 -1.01469
H -4.02449 -0.47260 -0.25066
H -3.99094 -2.77126 -2.91348
H -3.97785 -1.55190 -4.05118
H -3.61453 1.03566 -1.86017
H -2.87904 0.37404 -3.20095
C 2.07456 -8.03571 -4.08876
C 2.82663 -6.90249 -3.83080
C 2.20006 -5.68741 -3.60161
C 0.81813 -5.57835 -3.61228
C 0.08487 -6.71894 -3.90715
C 0.69488 -7.93668 -4.14397
Sb -0.41071 -3.87084 -2.94759
C 1.02539 -2.27231 -3.12173
C 2.34155 -2.28462 -2.69330
C 3.17011 -1.20705 -2.96435
C 2.68721 -0.09678 -3.63380
C 1.36636 -0.06941 -4.04658
C 0.54976 -1.15806 -3.79552
C -0.14827 -4.72880 -0.97876
C -0.90460 -5.85200 -0.67362
C -0.79972 -6.45173 0.56970
C 0.05249 -5.91958 1.52506
C 0.80721 -4.79709 1.22892
C 0.71095 -4.21549 -0.02662
H 2.56193 -8.98779 -4.25344
H 3.90783 -6.97332 -3.79257
H 2.81129 -4.81604 -3.41791
H -0.99480 -6.64757 -3.95008
H 0.09283 -8.81108 -4.35982
H 2.72936 -3.12135 -2.12550
H 4.20257 -1.23030 -2.64662
H 3.33117 0.75085 -3.81983
H 0.97502 0.79207 -4.57278
H -0.48738 -1.13184 -4.10956
H -1.57563 -6.26278 -1.42047
H -1.38394 -7.33530 0.79393
H 0.12466 -6.37935 2.50003
H 1.47967 -4.37467 1.96450
H 1.29662 -3.33944 -0.24987
*
```

Q: Among the records above, which one has the lowest ΔE to the lowest compared entry with this formula, charge and spin?
A: C65H71Cl2F11N5O6P2